The following is a DFT calculation (ωB97M-V/def2-TZVPD) of 2 unconnected molecules or ions with the total composition C4H13N2S.

Last column: Löwdin charge in e.
Cartesian coordinates (Å):
C1 -1.976 -0.421 0.794  -0.1336
C2 -1.995 -1.661 -0.082  -0.3880
N1 -1.470 -1.355 -1.413  -0.0452
H1 -2.457 0.413 0.280  0.0628
H2 -2.468 -0.598 1.755  0.0593
H3 -0.938 -0.138 0.973  0.0246
H4 -1.402 -2.446 0.408  0.0905
H5 -3.019 -2.031 -0.197  0.0872
H6 -0.465 -1.169 -1.326  -0.0390
H7 -1.521 -2.196 -1.980  0.0433
C3 1.335 1.718 0.022  -0.4179
C4 2.064 0.640 -0.780  -0.7400
S1 1.757 -1.048 -0.150  0.2001
N2 1.621 1.695 1.454  -0.0528
H8 0.260 1.580 -0.112  0.0737
H9 1.587 2.709 -0.377  0.0886
H10 3.141 0.859 -0.767  0.0268
H11 1.739 0.701 -1.825  0.0300
H12 2.561 2.042 1.612  0.0405
H13 1.645 0.707 1.713  -0.0109

- net charge = -1
- molecular weight (g mol⁻¹) = 121.2
- orbital gap (eV) = 6.77
- E_LUMO (eV) = 4.00
- ΔE to the lowest compared entry with this formula, charge and spin (kcal/mol) = 3.4